# 1
# C4H29N2O8

A 9-piece molecular cluster, C4H29N2O8 overall in a non-equilibrium geometry (the ωB97M-V functional and the def2-TZVPD basis, the OMol25 dataset).

**Relative energy (zero: lowest compared OMol25 entry of this formula, charge and spin)**: 5.595 eV

```
! RIJCOSX wB97M-V def2-TZVPD def2/J DEFGRID3
* xyz 1 1
C 1.749 -1.290 2.174
N 2.035 -2.109 0.897
C 2.182 0.147 2.256
N 1.868 0.822 0.960
C 1.327 2.256 1.057
C 0.208 2.606 2.006
H 0.570 -1.330 2.196
H 2.139 -1.887 3.033
H 1.232 -1.863 0.223
H 2.816 -1.529 0.389
H 1.536 0.682 3.181
H 3.252 0.368 2.464
H 2.553 0.584 0.120
H 1.027 0.436 0.512
H 0.984 2.406 0.039
H 2.147 2.982 1.182
H 0.248 2.518 3.154
H -0.127 3.642 1.778
H -0.745 2.071 1.822
H -4.930 -1.382 0.982
H -4.299 -0.192 0.930
O -4.743 -0.743 0.307
H -2.084 0.971 -1.774
H -2.893 0.355 -0.543
O -2.111 1.007 -0.820
H 2.657 -0.067 -2.662
H 3.808 -0.615 -1.933
O 3.322 0.246 -1.961
H -2.134 -2.466 -0.628
H -1.194 -3.701 -0.922
O -1.406 -2.891 -1.141
H -0.571 0.179 -0.891
H -0.486 -1.378 -1.015
O -0.051 -0.629 -0.781
H -3.132 0.859 2.690
H -2.945 1.427 1.214
O -2.910 0.623 1.729
H 1.435 -1.054 -4.254
H 2.894 -1.020 -4.292
O 2.205 -1.171 -3.804
H -2.159 -0.613 -2.795
H -2.995 0.537 -3.741
O -2.278 0.205 -3.336
*
```

# 2
# C3H5NO3

An isolated ion of composition C3H5NO3 and charge +1 in a non-equilibrium geometry (the ωB97M-V functional and the def2-TZVPD basis, the OMol25 dataset).

**Expectation value of S²**: 0.76
**Relative energy (zero: lowest compared OMol25 entry of this formula, charge and spin)**: 0.000 eV

```
! RIJCOSX wB97M-V def2-TZVPD def2/J DEFGRID3
* xyz 1 2
O 0.798 -0.952 -1.936
C 0.123 -0.484 -1.019
N 0.824 -0.292 0.130
C 0.506 0.550 1.250
O 1.610 0.769 1.878
O -0.574 0.871 1.513
C -1.375 -0.330 -1.065
H 1.761 -0.668 0.073
H 1.483 1.540 2.441
H -1.704 -0.039 -2.064
H -1.691 0.383 -0.316
H -1.761 -1.348 -0.886
*
```

# 3
# N4O2

A 2-piece molecular cluster, N4O2 overall in a non-equilibrium geometry (the ωB97M-V functional and the def2-TZVPD basis, the OMol25 dataset).

**Relative energy (zero: lowest compared OMol25 entry of this formula, charge and spin)**: 2.043 eV

```
! RIJCOSX wB97M-V def2-TZVPD def2/J DEFGRID3
* xyz 0 1
N -2.329 0.642 -0.036
N 0.327 0.249 -0.651
N -1.671 -0.229 0.128
N 1.083 -0.414 -0.036
O 1.657 -1.305 0.394
O 1.352 0.956 0.120
*
```

# 4
# C32H40IN5O2PS2SbSe4Si2Ti

C32H40IN5O2PS2SbSe4Si2Ti as an isolated structure in a non-equilibrium geometry (the ωB97M-V functional and the def2-TZVPD basis, the OMol25 dataset).

**DFT total energy**: -14377.8522 Eh

```
! RIJCOSX wB97M-V def2-TZVPD def2/J DEFGRID3
* xyz -2 1
Ti 0.875 -15.466 17.228
Se -0.104 -12.550 21.107
Sb -0.575 -14.858 20.635
Se 1.570 -15.981 19.749
Se -1.515 -14.999 18.313
Se -2.030 -16.129 22.056
C 5.350 -17.731 16.912
Si 3.944 -17.095 17.888
C 4.555 -15.285 18.204
C 4.014 -18.141 19.383
C 2.309 -17.185 16.921
C 2.648 -16.618 15.571
C 3.150 -17.232 14.433
C 3.537 -16.360 13.358
C 3.355 -15.023 13.407
C 2.576 -14.520 14.457
N 2.360 -15.277 15.541
Si 1.396 -18.845 16.904
C 0.436 -19.187 18.527
C 0.335 -19.187 15.379
C 2.819 -20.218 16.938
H 6.210 -17.740 17.636
H 5.570 -17.011 16.158
H 5.229 -18.726 16.465
H 5.447 -15.182 17.644
H 4.764 -15.078 19.258
H 3.901 -14.525 17.759
H 4.165 -17.580 20.262
H 4.881 -18.819 19.179
H 3.169 -18.760 19.466
H 3.330 -18.273 14.352
H 3.987 -16.729 12.521
H 3.620 -14.509 12.504
H 2.283 -13.471 14.551
H -0.382 -18.507 18.642
H 1.124 -18.954 19.370
H 0.028 -20.181 18.567
H 0.254 -20.259 15.168
H 0.681 -18.604 14.538
H -0.625 -18.812 15.642
H 3.517 -19.980 17.792
H 3.382 -20.071 15.994
H 2.375 -21.208 17.011
S -3.099 -12.309 11.526
P -1.519 -11.617 12.615
S 0.020 -12.792 12.904
C -0.940 -10.128 11.744
C -1.787 -9.361 10.880
C -1.279 -8.239 10.234
C 0.102 -7.967 10.261
C 0.958 -8.758 11.041
C 0.411 -9.789 11.756
C -2.304 -11.080 14.166
C -2.684 -12.234 14.935
C -3.284 -12.044 16.200
C -3.461 -10.751 16.703
C -3.078 -9.650 15.949
C -2.538 -9.856 14.672
H -2.831 -9.639 10.772
H -1.953 -7.611 9.678
H 0.535 -7.222 9.573
H 2.021 -8.612 11.141
H 1.135 -10.383 12.288
H -2.506 -13.190 14.477
H -3.594 -12.849 16.851
H -3.937 -10.719 17.679
H -3.137 -8.618 16.320
H -2.143 -9.002 14.052
I 0.751 -9.605 19.261
C 1.001 -11.147 17.902
C 0.204 -11.259 16.775
N 0.267 -12.498 16.266
N 1.062 -13.236 17.113
C 1.486 -12.463 18.064
H -0.512 -10.554 16.415
H -0.379 -13.048 15.635
H 2.121 -12.803 18.840
C -1.690 -15.688 10.638
N -1.266 -15.808 12.028
C -2.248 -15.699 13.054
C -1.916 -15.794 14.337
C -0.538 -16.080 14.607
O -0.177 -16.281 15.880
N 0.369 -16.192 13.667
C 0.014 -16.194 12.343
O 0.775 -16.686 11.481
H -2.325 -14.812 10.536
H -2.248 -16.712 10.444
H -0.856 -15.619 10.029
H -3.214 -15.475 12.733
H -2.622 -15.641 15.190
*
```